C14H11ClN4O2SSn as an isolated structure at a distorted geometry, computed with ωB97M-V/def2-TZVPD.

XYZ file:
```
34
Properties=species:S:1:pos:R:3:forces:R:3:mulliken_charge:R:1
H -0.092 3.081 5.479 -0.103 0.045 -0.007 0.188
O 1.078 -2.089 0.487 0.203 -0.163 -0.270 -0.530
H -5.137 -1.489 -1.741 -0.110 -0.018 -0.001 0.428
C -4.243 -1.031 -1.346 0.230 -0.011 -0.153 -0.203
C 4.388 0.262 -2.616 -0.076 -0.153 0.119 -0.516
H -5.239 -0.036 0.267 -0.063 0.070 0.081 0.329
N -2.037 2.071 3.191 -0.940 0.570 0.791 -1.185
Sn 0.098 0.131 1.309 0.144 -0.440 -0.172 0.871
H -2.935 -1.885 -2.831 0.051 -0.022 -0.056 0.372
C -1.896 -0.665 -1.403 0.079 -0.281 -0.224 0.041
C -3.118 1.152 1.456 0.363 0.514 0.886 -0.725
H -0.909 -0.825 -1.815 0.078 -0.031 -0.120 0.389
C 3.343 0.792 -1.916 -0.062 0.060 0.060 -0.569
C -4.301 -0.217 -0.233 0.207 0.180 0.140 -0.736
C -0.899 2.264 3.809 0.464 -0.281 -0.523 0.648
C 2.531 0.007 -1.048 0.323 -0.391 -0.207 0.366
H 4.098 -2.982 -1.690 0.029 -0.079 -0.019 0.356
C 4.677 -1.107 -2.511 -0.104 -0.126 0.078 0.184
H 2.315 -3.381 -0.395 0.069 0.018 -0.008 0.313
N -0.950 2.880 4.998 -0.063 0.146 0.257 -0.378
C -3.016 -1.259 -1.957 -0.136 0.069 0.098 -0.737
H 5.002 0.889 -3.245 0.052 0.030 -0.041 0.398
N -1.940 0.110 -0.332 0.013 0.352 0.206 -0.266
C 2.023 -2.322 -0.266 -0.318 -0.610 0.350 -0.072
O 1.623 0.596 -0.363 -1.027 0.354 0.795 -0.722
C 2.800 -1.400 -1.019 0.237 0.752 -0.247 0.912
C 3.887 -1.923 -1.753 -0.034 0.205 -0.011 -0.906
H -4.058 1.512 1.868 0.039 -0.056 0.078 0.343
H -1.832 3.205 5.352 -0.026 -0.029 0.006 0.241
H 3.114 1.845 -1.980 -0.010 0.074 0.022 0.408
Cl 6.052 -1.752 -3.345 0.178 -0.092 -0.171 -0.236
N -2.002 1.388 2.056 0.144 -0.253 -0.795 0.725
C -3.120 0.351 0.261 -0.133 -0.611 -0.764 0.780
S 0.695 1.828 3.275 0.300 0.210 -0.179 -0.509
```
Forces are in eV/Å.

## Properties
**Calculated total energy**: -1982.29693 Eh
**Maximum force**: 1.4 eV/A
**Kohn-Sham gap**: 7.1 eV
**LUMO energy**: -0.602 eV
**HOMO level**: -7.71 eV

---

C14H11F3N4O7ReS3 as an isolated structure, computed with ωB97M-V/def2-TZVPD.

XYZ file:
```
43
Properties=species:S:1:pos:R:3:forces:R:3:mulliken_charge:R:1
N -0.286 0.737 0.613 -0.027 0.156 0.090 -0.811
H -2.633 5.755 -1.462 0.001 -0.001 -0.008 0.398
C 0.919 -2.347 3.827 -0.057 -0.044 0.156 0.660
O 1.020 -1.798 -3.724 0.161 0.104 0.081 -0.615
O 2.162 1.692 -2.324 -0.051 -0.240 0.112 -0.504
H -0.753 -1.145 4.417 -0.001 -0.003 0.009 0.407
O 0.678 1.056 -3.965 -0.102 -0.215 -0.050 -0.545
C -0.195 -2.574 5.929 0.021 -0.026 0.012 -0.544
H -0.863 2.171 -2.967 -0.010 0.035 -0.017 0.451
C -1.158 3.238 0.248 0.065 -0.051 0.010 -0.435
O -0.613 -0.951 -2.224 -0.584 0.210 -0.307 -0.620
S -0.360 -1.974 -3.344 -0.025 -0.166 0.174 1.222
F -1.833 -0.076 -4.454 -0.008 -0.011 -0.011 -0.168
H -0.900 2.939 1.253 -0.002 0.004 -0.002 0.456
C -0.815 2.418 -0.828 -0.131 0.133 -0.004 0.677
H -2.016 4.293 -3.362 0.004 -0.009 -0.003 0.413
C -1.123 2.799 -2.128 0.016 -0.136 0.031 -0.138
C -0.081 -1.941 4.703 -0.002 0.042 -0.066 -0.260
H -0.972 -2.264 6.614 -0.001 0.002 0.000 0.361
S 2.082 1.669 -3.955 0.080 0.198 -0.326 1.090
O -0.873 -3.245 -2.983 0.017 -0.047 -0.156 -0.587
F -2.499 -2.090 -4.850 0.002 -0.004 0.003 -0.228
H 0.578 -4.085 7.243 0.000 -0.001 0.000 0.379
O 2.108 3.003 -4.438 -0.096 0.027 0.095 -0.576
H 2.570 -3.676 3.475 0.000 -0.002 0.006 0.344
C 0.502 -0.282 0.973 0.405 -0.109 -0.331 0.330
C -1.812 4.431 0.013 -0.008 0.013 -0.019 -0.629
C 1.796 -3.370 4.169 0.031 0.008 -0.069 -0.495
N -0.116 1.186 -0.580 -0.087 0.115 0.136 0.607
Re 0.950 0.248 -1.991 0.610 -0.039 0.253 1.340
O 3.064 0.730 -4.396 0.016 0.066 0.013 -0.572
C -1.433 -1.310 -4.726 -0.051 -0.006 -0.013 0.744
N 0.302 -0.786 2.169 -0.107 0.040 0.140 -0.501
C 0.676 -3.598 6.283 -0.011 0.015 -0.005 -0.511
N 1.077 -1.740 2.570 0.035 0.036 -0.122 0.430
H 2.350 -4.789 5.666 0.004 0.001 -0.007 0.360
S 1.743 -0.815 -0.180 -0.130 -0.090 0.148 -0.392
H -2.071 5.069 0.848 0.002 0.001 0.000 0.368
C -2.126 4.816 -1.285 0.003 -0.001 0.025 -0.416
C 1.670 -3.992 5.399 -0.008 -0.010 0.030 -0.547
F -0.748 -1.318 -5.855 0.044 -0.017 -0.018 -0.226
H 1.811 -2.088 1.957 0.004 -0.011 0.027 0.254
C -1.779 3.999 -2.348 -0.020 0.034 -0.016 -0.970
```
Forces are in eV/Å.

## Properties
**Energy relative to the best compared isomer or geometry (same formula, charge and spin)**: 0.00 kcal/mol
**Calculated total energy**: -2858.21032 Eh
**Maximum force**: 0.7 eV/A
**Spin multiplicity**: 2
**Kohn-Sham gap (spin up / spin down)**: 6.5 / 6.3 eV
**LUMO energy (spin up / spin down)**: -2.216 / -2.555 eV
**HOMO level (spin up / spin down)**: -8.70 / -8.88 eV

---

One molecule with the formula C14H11N at a distorted geometry, computed with ωB97M-V/def2-TZVPD.

XYZ file:
```
26
Properties=species:S:1:pos:R:3:forces:R:3:mulliken_charge:R:1
C -1.094 0.379 0.060 0.936 -2.744 -0.079 0.328
H 0.532 -2.691 -0.146 -0.088 -0.165 0.397 0.366
H -1.954 2.675 0.971 -1.485 -0.602 -2.144 0.304
C 2.478 1.505 -0.118 -1.085 -2.137 0.249 -0.816
C 3.892 -0.434 0.066 1.592 -0.086 0.275 -0.335
H 3.035 -2.350 0.331 0.078 0.043 -0.340 0.368
C -2.427 0.920 0.048 0.185 -0.705 -0.674 0.759
H -3.468 2.536 0.122 0.340 0.754 0.232 0.276
H 2.305 2.540 -0.196 -0.127 1.118 -0.183 0.438
C 3.700 0.961 -0.028 1.362 0.791 -1.543 -0.540
H -1.958 -2.995 0.040 0.074 0.922 -0.105 0.281
C 0.408 -1.627 0.015 -0.130 -0.140 -0.490 -0.937
C 1.540 -0.827 -0.035 0.019 1.486 0.679 0.799
C -3.321 -1.350 -0.059 2.705 1.167 -0.627 -0.567
H 4.893 -0.855 0.140 -0.025 0.369 0.030 0.341
H -4.527 0.528 -0.135 0.092 -0.131 -0.149 0.257
C -2.036 -1.886 -0.009 -1.855 -0.835 0.429 -0.740
C -3.528 0.099 -0.142 1.082 -0.844 1.187 -0.808
C 2.882 -1.298 0.105 -1.573 -0.906 0.027 -0.906
N -2.472 2.331 0.075 0.034 0.181 2.045 -0.616
C -0.871 -1.097 0.061 -0.682 2.044 -0.345 0.701
H -4.055 -2.101 -0.132 -1.389 -0.203 -0.031 0.400
C 1.350 0.601 -0.088 -0.670 0.745 0.417 0.719
H 4.548 1.589 -0.332 -0.068 -0.203 0.840 0.298
H -0.157 2.224 -0.164 0.731 -0.408 0.079 0.508
C 0.045 1.149 -0.045 -0.054 0.489 -0.178 -0.879
```
Forces are in eV/Å.

## Properties
**Energy relative to the best compared isomer or geometry (same formula, charge and spin)**: 9.18 kcal/mol
**Calculated total energy**: -594.83423 Eh
**Maximum force**: 3.0 eV/A
**Kohn-Sham gap**: 7.4 eV
**LUMO energy**: 0.022 eV
**HOMO level**: -7.34 eV

---

A 2-piece molecular cluster, C14H11N2O4S overall at a distorted geometry, computed with ωB97M-V/def2-TZVPD.

XYZ file:
```
32
Properties=species:S:1:pos:R:3:forces:R:3:mulliken_charge:R:1
S -0.194 -1.833 -1.814 -2.362 0.695 -0.744 -0.522
H 4.513 -2.531 -2.472 0.207 0.007 -0.158 0.336
C -0.826 1.294 1.782 0.096 0.079 -0.405 -0.518
H -4.476 1.495 0.637 -0.087 0.014 -0.098 0.455
O -3.972 0.928 4.430 -0.142 0.227 -1.324 -0.603
C -3.443 1.446 0.943 -0.683 0.026 -0.173 -0.646
C 2.867 -2.849 0.460 0.021 0.023 -0.121 -0.401
H 0.195 1.233 2.117 0.207 -0.064 0.072 0.391
O 2.140 1.617 -2.323 -1.491 0.597 -0.139 -0.525
H 2.243 -1.947 -3.234 -0.106 0.048 -0.128 0.344
C -2.424 1.565 0.027 0.202 -0.016 0.079 -0.527
C 3.916 -2.853 -0.445 0.519 -0.145 0.210 -0.405
C 3.693 -2.528 -1.774 -0.140 0.001 0.059 -0.434
C -0.110 1.845 -1.831 -0.392 -0.069 0.893 -0.785
C -1.849 1.175 2.694 -0.123 -0.120 0.737 -0.467
C -3.164 1.250 2.280 0.401 0.019 -0.307 -0.007
H -2.661 1.713 -1.011 -0.155 -0.022 -0.157 0.289
C 1.594 -2.527 0.042 0.442 -0.036 0.005 -0.595
N -4.255 1.119 3.242 -1.039 -0.144 0.927 0.947
H 4.908 -3.113 -0.115 0.228 -0.046 0.079 0.344
H -1.650 1.014 3.741 0.100 -0.011 0.099 0.456
H 3.046 -3.102 1.492 0.064 -0.067 0.260 0.340
H -1.071 1.923 -2.298 0.099 0.130 -0.596 0.363
O -5.416 1.204 2.828 1.325 -0.059 0.323 -0.601
O 0.878 2.686 -3.730 -0.324 -0.563 1.024 -0.598
C 1.347 -2.204 -1.302 0.862 -0.150 0.290 0.137
C 0.013 1.618 -0.525 0.543 0.119 -0.494 -0.181
C 2.424 -2.204 -2.203 0.357 -0.121 0.259 -0.455
H 1.010 1.543 -0.125 0.247 -0.101 0.083 0.321
C -1.089 1.490 0.425 -0.362 -0.069 0.068 1.208
H 0.772 -2.525 0.738 -0.193 0.006 0.052 0.370
N 1.041 2.057 -2.678 1.682 -0.187 -0.673 0.969
```
Forces are in eV/Å.

## Properties
**Energy relative to the best compared isomer or geometry (same formula, charge and spin)**: 0.30 kcal/mol
**Calculated total energy**: -1348.60330 Eh
**Charge**: -1
**Maximum force**: 2.6 eV/A
**Kohn-Sham gap**: 3.8 eV
**LUMO energy**: 0.874 eV
**HOMO level**: -2.88 eV

---

C14H11N4OS3SbSr as an isolated structure at a distorted geometry, computed with ωB97M-V/def2-TZVPD.

XYZ file:
```
35
Properties=species:S:1:pos:R:3:forces:R:3:mulliken_charge:R:1
C -4.378 1.510 -2.482 -0.050 -0.024 -0.068 -0.468
H -2.759 1.192 -3.848 -0.007 -0.016 -0.006 0.434
C -3.044 1.401 -2.826 -0.006 0.011 0.015 -0.580
H -4.037 2.155 0.825 0.041 0.000 -0.027 0.409
C -2.416 1.835 -0.544 0.010 -0.077 -0.061 -0.379
N 2.212 -0.665 0.597 0.313 -0.174 -0.206 -0.045
S 4.617 -4.869 -2.250 -0.043 0.188 -0.164 -0.620
H 1.920 -0.687 4.423 -0.023 -0.002 0.011 0.291
H -1.080 -0.967 2.886 -0.001 -0.048 -0.026 0.270
H 5.248 -1.446 1.280 -0.006 -0.021 0.054 0.179
C 0.548 1.362 -2.486 -0.419 0.141 -0.065 -1.465
C 3.284 -0.918 1.334 -0.184 -0.055 0.017 0.831
C -6.129 1.920 -0.801 0.148 -0.033 -0.060 0.052
Sb 3.778 -3.096 -3.444 1.049 -1.877 -0.180 0.706
N 0.941 -0.472 2.610 0.019 0.077 0.008 0.116
H 4.523 -1.276 -0.269 -0.011 0.028 -0.283 -0.014
N -7.237 2.031 -0.507 0.097 -0.009 -0.024 -0.558
C -0.649 1.464 -2.214 0.232 -0.034 -0.145 0.251
H -5.152 1.383 -3.228 0.040 0.005 -0.010 0.420
C 3.240 -0.936 2.771 0.118 0.013 -0.015 -0.888
C -0.361 -0.220 3.212 0.101 -0.041 -0.007 -0.818
S 1.450 -2.959 -3.206 -0.331 -1.293 -0.507 -0.775
C -3.747 1.947 -0.198 -0.025 0.002 0.078 -0.549
S 4.809 -1.098 -2.684 1.310 -0.219 -0.142 -0.887
C -2.034 1.561 -1.868 0.166 0.114 0.071 0.565
H -0.737 0.754 2.907 0.020 0.040 -0.022 0.252
C 0.994 -0.474 1.193 -0.218 0.019 -0.054 0.087
C 2.048 -0.699 3.348 -0.088 -0.005 0.037 0.010
N 4.456 -1.163 0.735 -0.077 0.051 0.068 -0.178
H -0.258 -0.252 4.294 0.021 -0.003 0.032 0.287
Sr 2.258 -0.594 -2.556 -2.206 3.201 1.655 1.470
H -1.637 1.931 0.199 -0.016 0.004 0.014 0.306
C -4.740 1.788 -1.166 -0.161 0.053 0.095 0.604
H 4.124 -1.134 3.360 -0.064 0.021 -0.030 0.297
O -0.054 -0.308 0.599 0.250 -0.035 -0.053 -0.612
```
Forces are in eV/Å.

## Properties
**Energy relative to the best compared isomer or geometry (same formula, charge and spin)**: 29.82 kcal/mol
**Calculated total energy**: -2300.02003 Eh
**Charge**: -1
**Maximum force**: 4.2 eV/A
**Spin multiplicity**: 2
**Kohn-Sham gap (spin up / spin down)**: 6.9 / 6.2 eV
**LUMO energy (spin up / spin down)**: 2.254 / 1.012 eV
**HOMO level (spin up / spin down)**: -4.67 / -5.20 eV

---

One molecule with the formula C14H11NS, computed with ωB97M-V/def2-TZVPD.

XYZ file:
```
27
Properties=species:S:1:pos:R:3:forces:R:3:mulliken_charge:R:1
H 0.541 0.839 2.792 0.038 -0.010 0.151 0.292
H 2.754 -0.306 2.624 -0.071 0.051 0.208 0.416
H -3.432 1.087 1.517 -0.207 -0.028 0.098 0.303
H -1.273 1.795 1.673 -0.028 0.016 0.046 0.256
H -5.232 0.082 0.115 -0.156 -0.074 -0.014 0.369
C 4.132 -2.351 0.169 0.179 -0.075 -0.116 -0.667
C 0.973 0.605 1.829 -0.181 0.037 -0.073 -0.643
S -0.113 1.047 -2.004 0.013 -0.038 -0.069 -0.285
C 0.263 0.946 0.681 0.724 -0.199 0.024 0.524
C 2.199 -0.035 1.740 0.275 0.013 -0.304 -0.793
C -3.979 -0.107 -1.623 -0.163 0.044 0.016 -0.487
H 2.408 -0.279 -1.635 0.195 -0.132 -0.068 0.382
H 3.249 -2.969 0.212 -0.170 -0.062 -0.189 0.282
C -1.741 0.700 -1.383 0.428 0.035 0.165 0.737
H 4.984 -0.477 0.412 0.023 0.283 -0.135 0.336
C 2.756 -0.361 0.502 -0.131 0.351 -0.046 0.255
N -0.975 1.607 0.729 -0.083 -0.234 -0.096 -0.291
C -1.999 1.034 -0.055 -0.438 0.151 0.108 0.291
C -4.255 0.249 -0.307 0.233 0.120 0.018 -0.664
C -2.724 0.119 -2.172 -0.078 0.036 0.456 -0.548
C 4.065 -1.045 0.364 -0.172 -0.368 0.129 -0.603
C 2.041 -0.040 -0.650 -0.387 0.173 0.296 -0.665
H -2.493 -0.153 -3.190 -0.022 -0.066 -0.123 0.403
C 0.816 0.608 -0.553 -0.436 0.098 -0.166 0.816
H 5.067 -2.841 -0.063 0.139 -0.078 0.230 0.280
C -3.268 0.815 0.484 0.486 -0.023 -0.380 -0.666
H -4.762 -0.567 -2.206 -0.009 -0.023 -0.167 0.373
```
Forces are in eV/Å.

## Properties
**Calculated total energy**: -993.02600 Eh
**Maximum force**: 0.8 eV/A
**Kohn-Sham gap**: 8.7 eV
**LUMO energy**: 0.912 eV
**HOMO level**: -7.75 eV

---

One molecule with the formula C14H12BrNO2 at a distorted geometry, computed with ωB97M-V/def2-TZVPD.

XYZ file:
```
30
Properties=species:S:1:pos:R:3:forces:R:3:mulliken_charge:R:1
C 2.491 -1.816 -3.240 1.030 1.383 -1.002 -0.418
H 2.902 -2.474 -3.980 0.263 0.134 -0.489 0.399
C 1.455 -0.303 -1.141 -0.352 1.040 0.403 0.719
H 2.537 3.482 -0.614 0.344 -1.073 -0.292 0.316
C 2.985 1.601 -1.704 -1.537 -0.559 -0.352 -0.927
C 2.919 -0.533 -3.067 0.534 0.205 0.230 -0.701
H 0.325 -2.043 -0.640 -0.364 -0.339 0.235 0.453
O -1.795 -0.190 -0.511 -0.103 0.308 -3.524 -0.515
H -1.322 -0.685 2.467 -0.580 -0.220 -0.939 0.218
H 3.671 -0.232 -3.784 0.138 0.737 0.323 0.346
C 0.924 0.529 -0.140 2.196 3.383 0.370 0.731
O 0.125 0.086 0.842 -2.986 -1.998 0.233 -0.449
C 2.457 0.255 -1.963 1.576 1.441 -1.039 0.816
C 2.331 2.393 -0.751 3.254 1.653 -2.416 -0.272
H -4.646 1.079 2.539 0.949 -0.693 0.038 0.258
H 3.754 2.007 -2.377 -0.444 -0.233 0.418 0.352
C -3.381 -0.617 1.812 1.980 2.828 -1.996 -0.719
H -3.905 -0.363 0.825 1.106 -0.699 1.375 0.336
Br -4.052 2.020 5.156 0.067 0.201 0.203 -0.122
C -1.218 -0.379 0.482 0.490 1.694 3.276 0.481
C -3.237 0.778 4.040 1.227 -2.795 -2.216 -0.362
N -1.872 -0.793 1.596 -0.258 -0.301 2.535 -0.213
C 1.408 1.878 0.054 -3.706 -4.145 1.446 -0.760
H 0.961 2.425 0.878 0.006 0.039 -0.162 0.395
C -3.733 0.474 2.798 -0.614 2.152 2.047 0.060
C 1.549 -2.332 -2.434 -1.790 0.076 4.015 -0.782
H 1.474 -3.379 -2.555 -1.132 -1.040 0.243 0.331
C 1.017 -1.603 -1.320 1.119 -2.016 -2.852 -0.567
H -3.790 -1.439 2.270 -0.729 -2.607 0.399 0.370
H -2.336 0.173 4.460 -1.683 1.444 -0.508 0.230
```
Forces are in eV/Å.

## Properties
**Energy relative to the best compared isomer or geometry (same formula, charge and spin)**: 52.54 kcal/mol
**Calculated total energy**: -3319.87156 Eh
**Maximum force**: 5.7 eV/A
**Kohn-Sham gap**: 8.0 eV
**LUMO energy**: 0.245 eV
**HOMO level**: -7.72 eV